# C5H10O

One molecule with the formula C5H10O (the ωB97M-V functional and the def2-TZVPD basis, the Open Molecules 2025 dataset).

```
! wB97M-V def2-TZVPD RIJCOSX def2/J DEFGRID3
* xyz 0 1
C -0.96 -1.52 -0.17
C -0.48 -0.49 0.83
O -1.42 0.59 0.98
C -0.51 1.52 0.38
C 0.63 0.49 0.39
C 1.40 0.25 -0.89
H -1.87 -2.00 0.21
H -0.21 -2.30 -0.33
H -1.20 -1.06 -1.13
H -0.29 -0.98 1.80
H -0.84 1.82 -0.62
H -0.38 2.42 1.00
H 1.32 0.68 1.22
H 2.06 -0.62 -0.80
H 2.03 1.12 -1.13
H 0.73 0.08 -1.74
*
```

- E_tot: -271.712966 Eh
- Gap between HOMO and LUMO: 0.390 hartree
- Highest occupied orbital energy: -0.3501 hartree
- Structure (SMILES): C[C@@H]1OC[C@@H]1C

# C5H10O

One molecule with the formula C5H10O in a non-equilibrium geometry (the ωB97M-V functional and the def2-TZVPD basis, the Open Molecules 2025 dataset).

```
! wB97M-V def2-TZVPD RIJCOSX def2/J DEFGRID3
* xyz 0 1
C 2.00 -0.45 0.94
C 1.03 -0.05 -0.16
C 0.10 -1.04 -0.82
C -0.56 0.19 -0.20
C -2.10 0.55 0.37
O -0.74 1.13 -1.25
H 2.92 -0.92 0.56
H 2.32 0.42 1.52
H 1.54 -1.16 1.64
H 1.51 0.61 -0.89
H 0.07 -1.07 -1.91
H 0.10 -2.05 -0.37
H -2.67 -0.35 0.19
H -2.68 1.32 -0.22
H -2.15 0.90 1.39
H -0.69 1.96 -0.77
*
```

- E_tot: -271.631546 Eh
- Gap between HOMO and LUMO: 0.369 hartree
- Highest occupied orbital energy: -0.3316 hartree
- Structure (SMILES): C[C@H]1C[C@]1(C)O

# C5H10O

A 2-piece molecular cluster, C5H10O overall (the ωB97M-V functional and the def2-TZVPD basis, the Open Molecules 2025 dataset).

```
! wB97M-V def2-TZVPD RIJCOSX def2/J DEFGRID3
* xyz 0 1
C -1.80 -0.31 0.93
C -0.55 -0.76 0.91
C 0.14 -1.32 -0.31
C 0.86 -0.21 -1.11
C 1.74 0.63 -0.21
O 1.74 1.83 -0.18
H -2.43 -0.35 0.05
H -2.22 0.13 1.83
H 0.06 -0.68 1.81
H 0.86 -2.10 -0.02
H -0.60 -1.80 -0.97
H 1.50 -0.66 -1.88
H 0.14 0.45 -1.60
H 2.42 0.05 0.45
H -1.26 2.51 0.32
H -0.54 2.58 0.12
*
```

- E_tot: -271.675600 Eh
- Gap between HOMO and LUMO: 0.397 hartree
- Highest occupied orbital energy: -0.3610 hartree
- Structure (SMILES): C=CCCC=O.[H][H]

- What is the gap between HOMO and LUMO in the third record?
  0.397 hartree

- Among the records above, which one has the lowest highest occupied orbital energy?
  number 3

Repeat the third record exactly.
# C5H10O

A 2-piece molecular cluster, C5H10O overall (the ωB97M-V functional and the def2-TZVPD basis, the Open Molecules 2025 dataset).

```
! wB97M-V def2-TZVPD RIJCOSX def2/J DEFGRID3
* xyz 0 1
C -1.80 -0.31 0.93
C -0.55 -0.76 0.91
C 0.14 -1.32 -0.31
C 0.86 -0.21 -1.11
C 1.74 0.63 -0.21
O 1.74 1.83 -0.18
H -2.43 -0.35 0.05
H -2.22 0.13 1.83
H 0.06 -0.68 1.81
H 0.86 -2.10 -0.02
H -0.60 -1.80 -0.97
H 1.50 -0.66 -1.88
H 0.14 0.45 -1.60
H 2.42 0.05 0.45
H -1.26 2.51 0.32
H -0.54 2.58 0.12
*
```

- E_tot: -271.675600 Eh
- Gap between HOMO and LUMO: 0.397 hartree
- Highest occupied orbital energy: -0.3610 hartree
- Structure (SMILES): C=CCCC=O.[H][H]